[1]
{
  "formula": "C2H3NOS2",
  "method": "wB97M-V/def2-TZVPD",
  "symbols": ["C", "C", "N", "O", "S", "S", "H", "H", "H"],
  "coordinates": [[-0.38419, -0.98878, 0.09013], [1.25990, 0.63969, -0.14050], [0.78073, -0.63814, 0.00836], [-2.73862, -0.33762, 0.83615], [0.07048, 1.98832, 0.09595], [-2.00606, -0.26660, -0.42363], [-0.58899, -2.05055, 0.23439], [2.03468, 0.98628, 0.47467], [1.57208, 0.66739, -1.17552]],
  "forces_ev_per_angstrom": [[-2.2243, -1.7515, -1.3837], [-1.4857, 1.9062, -2.3929], [1.9310, -0.9148, 1.9387], [-1.3557, -0.0786, 1.0222], [-0.8817, -0.0336, -0.1084], [1.9081, 1.1098, -0.1074], [0.0155, -0.1315, 0.2622], [1.4868, -0.4433, 1.0841], [0.6060, 0.3372, -0.3148]],
  "gap_ev": [7.906, 6.776],
  "energy_ha": -1004.2412,
  "homo_ev": [-9.38, -8.95],
  "spin_multiplicity": 1,
  "e_above_lowest_kcal_mol": 91.8
}



[2]
{
  "formula": "C2H3NOS2",
  "method": "wB97M-V/def2-TZVPD",
  "symbols": ["C", "C", "N", "O", "S", "S", "H", "H", "H"],
  "coordinates": [[-0.74021, 0.02729, -0.26604], [0.25504, -0.39989, 0.79320], [-0.28732, -0.07751, -1.55893], [-1.85873, 0.41047, -0.03224], [0.42081, -2.19175, 0.76836], [1.15836, -0.69283, -2.08186], [1.23553, 0.04072, 0.60502], [-0.12796, -0.10445, 1.76996], [-0.97872, 0.16539, -2.26372]],
  "forces_ev_per_angstrom": [[0.1120, -0.0036, 1.1961], [-0.1470, -0.0790, -0.3344], [0.4095, -0.1247, -1.4783], [-0.0758, 0.0769, -0.1022], [0.1029, -0.0045, 0.0245], [-0.4163, 0.1100, 0.3099], [-0.0630, 0.0303, 0.2207], [0.0393, 0.0205, -0.0178], [0.0383, -0.0258, 0.1815]],
  "gap_ev": [7.276, 7.006],
  "energy_ha": -1004.3130,
  "homo_ev": [-9.36, -9.20],
  "spin_multiplicity": 1,
  "e_above_lowest_kcal_mol": 46.8
}



[3]
{
  "formula": "C2H3NS",
  "method": "wB97M-V/def2-TZVPD",
  "symbols": ["H", "N", "C", "C", "S", "H", "H"],
  "coordinates": [[-1.72653, -1.47668, -0.33210], [-1.80285, -0.57899, -0.78592], [-0.87296, 0.21299, -0.51120], [0.43387, 0.77822, -0.03137], [-0.67153, 1.86435, -0.99684], [1.20675, 0.42626, -0.65122], [0.39581, 1.00088, 1.07174]],
  "forces_ev_per_angstrom": [[0.2964, -0.4941, 0.1176], [0.2221, -0.1227, 0.5922], [-0.3027, 0.9722, -0.7886], [-2.7835, -0.5667, 1.4705], [0.0075, 0.8859, -0.2774], [1.5739, -0.2995, 0.2373], [0.9862, -0.3751, -1.3515]],
  "smiles": "[H]/N=C1\\CS1",
  "gap_ev": 9.982,
  "energy_ha": -530.8836,
  "homo_ev": -9.23,
  "spin_multiplicity": 1,
  "e_above_lowest_kcal_mol": 32.1
}



[4]
{
  "formula": "C2H3NS",
  "method": "wB97M-V/def2-TZVPD",
  "symbols": ["C", "C", "N", "S", "H", "H", "H"],
  "coordinates": [[-1.07897, -0.81941, -1.00152], [-0.25156, -0.31614, -0.05976], [0.65736, 0.21722, 0.60040], [1.24971, 1.21444, 1.96835], [-1.61475, -0.00606, -1.49574], [-1.26645, -1.91363, -1.40934], [2.30467, 1.62358, 1.39761]],
  "forces_ev_per_angstrom": [[0.2740, -0.8025, 0.1693], [1.6176, 0.4209, 1.0065], [-0.8160, 0.2126, -0.8707], [-3.6606, -2.4735, -0.3439], [0.0249, -0.3757, -0.0895], [0.6998, 2.5339, 1.5379], [1.8603, 0.4843, -1.4096]],
  "smiles": "C=C=NS",
  "gap_ev": 8.557,
  "energy_ha": -530.8368,
  "homo_ev": -8.36,
  "spin_multiplicity": 1,
  "e_above_lowest_kcal_mol": 61.4
}



[5]
{
  "formula": "C2H3NS",
  "method": "wB97M-V/def2-TZVPD",
  "symbols": ["C", "N", "C", "S", "H", "H", "H"],
  "coordinates": [[-0.64016, 0.91443, 0.45572], [-0.56134, 0.45322, -0.75446], [0.38750, -0.61453, -0.47877], [0.52921, -0.10189, 1.30586], [-1.22944, 1.72922, 0.96688], [0.17130, -1.68488, -0.35909], [1.34294, -0.69557, -1.13613]],
  "forces_ev_per_angstrom": [[0.4690, -0.3641, 0.2790], [-0.7911, 0.0395, 0.4935], [2.4608, -0.6875, -0.0576], [0.2096, 0.4753, -0.0348], [0.4802, -0.8719, -1.2369], [-1.3643, 0.4060, -0.6415], [-1.4642, 1.0028, 1.1983]],
  "smiles": "C1=NCS1",
  "gap_ev": 9.949,
  "energy_ha": -530.8828,
  "homo_ev": -9.34,
  "spin_multiplicity": 1,
  "e_above_lowest_kcal_mol": 32.6
}



[6]
{
  "formula": "C2H3NS2",
  "method": "wB97M-V/def2-TZVPD",
  "symbols": ["C", "C", "N", "S", "S", "H", "H", "H"],
  "coordinates": [[1.80199, 0.88531, -0.01494], [-0.61330, -0.06809, 1.32822], [2.87105, 1.21456, 0.43641], [0.86059, -0.64459, 0.80753], [4.07711, 1.09378, 1.31625], [1.18852, 1.16771, -0.77624], [-1.52132, 0.12179, 0.75578], [-0.93357, -0.19590, 2.40226]],
  "forces_ev_per_angstrom": [[1.4097, 0.5281, 0.7419], [-0.0510, -1.5027, 1.2531], [-3.3168, -0.6520, -1.7951], [-1.8769, -0.1932, 1.1821], [3.3076, 0.0511, 2.1983], [-1.1036, 1.1268, -1.9267], [0.6151, 0.2471, -0.7064], [1.0158, 0.3948, -0.9472]],
  "gap_ev": [5.697, 5.698],
  "energy_ha": -928.9711,
  "homo_ev": [-7.57, -7.57],
  "spin_multiplicity": 1,
  "e_above_lowest_kcal_mol": 91.7
}



[7]
{
  "formula": "C2H3NS3",
  "method": "wB97M-V/def2-TZVPD",
  "symbols": ["S", "C", "N", "S", "C", "S", "H", "H", "H"],
  "coordinates": [[-1.33585, -2.13180, -2.15842], [-0.83276, -1.64780, -0.58437], [-0.37596, -0.44932, -0.15905], [0.83711, -0.09019, 0.98623], [0.88543, 1.59257, 0.92500], [0.23160, 2.79087, -0.04065], [-0.60367, -2.27190, 0.30265], [-0.31745, 0.39004, -0.97042], [1.51154, 1.81753, 1.69904]],
  "forces_ev_per_angstrom": [[0.6679, 1.1213, 3.1083], [1.0308, -0.8636, -0.6293], [0.1958, 4.0564, -4.3696], [-0.9076, -0.8175, -0.1787], [-2.0526, 0.8489, -2.5943], [0.5386, -1.8488, 0.9534], [-0.8606, -0.9122, -0.8634], [-0.5209, -2.6441, 2.5292], [1.9086, 1.0596, 2.0443]],
  "smiles": "S=CNSC=S",
  "gap_ev": 7.792,
  "energy_ha": -1327.2419,
  "homo_ev": -8.88,
  "spin_multiplicity": 1,
  "e_above_lowest_kcal_mol": 46.9
}



[8]
{
  "formula": "C2H3NS3",
  "method": "wB97M-V/def2-TZVPD",
  "symbols": ["S", "C", "S", "C", "N", "S", "H", "H", "H"],
  "coordinates": [[0.26313, -0.84712, -2.90047], [0.36560, -0.56136, -1.43095], [-0.64209, -1.23167, -0.17110], [0.38153, -0.28067, 1.07441], [0.29507, 0.92560, 1.40171], [-0.89603, 1.97597, 0.80654], [1.24225, 0.06884, -1.00114], [1.06592, -0.88948, 1.74907], [-2.07537, 0.83989, 0.47193]],
  "forces_ev_per_angstrom": [[-0.6023, -1.0733, -5.7659], [2.1814, 1.8091, 5.2451], [0.9216, 0.9182, 1.1843], [-0.0339, -1.9031, 1.7746], [-0.7370, 0.7105, -0.4770], [-2.2106, -2.6297, -0.4972], [-1.5662, -0.8836, -0.5964], [-0.6131, 0.5041, -1.3741], [2.6601, 2.5478, 0.5065]],
  "smiles": "S=CS/C=N\\S",
  "gap_ev": 8.696,
  "energy_ha": -1327.2093,
  "homo_ev": -9.01,
  "spin_multiplicity": 1,
  "e_above_lowest_kcal_mol": 67.4
}



[9]
{
  "formula": "C2H3NS3",
  "method": "wB97M-V/def2-TZVPD",
  "symbols": ["C", "C", "N", "S", "S", "S", "H", "H", "H"],
  "coordinates": [[-1.17733, -0.63292, 1.04763], [0.37415, -0.08069, -1.15380], [-0.16868, -0.41684, 1.76823], [-0.93858, -1.06810, -0.73734], [1.38300, -0.22274, 1.45270], [0.08198, 1.59396, -1.25685], [-2.16123, -0.53716, 1.37205], [1.28385, -0.43054, -1.57652], [1.32284, 1.79504, -0.91610]],
  "forces_ev_per_angstrom": [[2.3907, 0.2414, -0.4239], [-0.4265, -0.4429, 1.2431], [-0.8979, 0.0384, -0.1979], [-0.1398, -0.3879, -0.0898], [-0.1265, -0.0522, -0.8602], [-0.7405, 0.5392, -0.0764], [-1.5483, -0.1517, 0.5516], [0.3946, -0.6631, -0.2425], [1.0943, 0.8788, 0.0960]],
  "gap_ev": [7.422, 6.854],
  "energy_ha": -1327.2218,
  "homo_ev": [-8.45, -8.10],
  "spin_multiplicity": 1,
  "e_above_lowest_kcal_mol": 59.5
}



[10]
{
  "formula": "C2H3NS3",
  "method": "wB97M-V/def2-TZVPD",
  "symbols": ["C", "C", "N", "S", "S", "S", "H", "H", "H"],
  "coordinates": [[-1.43099, -1.13232, 0.26803], [0.43230, 0.59210, -0.39336], [-0.47222, -1.93044, 0.14657], [-1.27485, 0.62837, -0.19430], [0.93542, -1.39537, -0.34804], [1.23128, 1.46414, 0.95807], [-2.23455, -1.30178, 0.93403], [0.76660, 0.94921, -1.28705], [2.04700, 2.12611, -0.08397]],
  "forces_ev_per_angstrom": [[-6.6347, 6.2430, -0.0849], [0.1532, -2.3759, 2.7624], [7.3435, -4.9125, -1.0230], [-1.1615, -1.6038, -0.0781], [-1.0785, 1.3187, -0.0890], [2.0988, 1.5644, -2.2173], [-0.5800, -0.1372, 0.8004], [0.8533, 0.7384, -2.4530], [-0.9941, -0.8350, 2.3826]],
  "gap_ev": [5.678, 6.811],
  "energy_ha": -1327.1382,
  "homo_ev": [-5.43, -9.17],
  "spin_multiplicity": 3,
  "e_above_lowest_kcal_mol": 62.0
}



[11]
{
  "formula": "C2H3O2",
  "method": "wB97M-V/def2-TZVPD",
  "symbols": ["C", "C", "O", "O", "H", "H", "H"],
  "coordinates": [[-0.71120, 0.35092, 0.09996], [1.62060, -0.52589, -0.02972], [2.08350, 0.51625, 0.06557], [0.01228, -0.63043, 0.14018], [-1.79017, 0.20749, 0.23854], [-0.33521, 1.37363, -0.06468], [1.91703, -1.55925, -0.19272]],
  "forces_ev_per_angstrom": [[-0.6826, 1.1534, -0.0256], [-0.0482, 0.4409, 0.0399], [0.1401, -0.0020, -0.0545], [0.1373, -1.0928, 0.0293], [0.2298, -0.1395, -0.0178], [0.2241, -0.3072, 0.0240], [-0.0005, -0.0528, 0.0045]],
  "gap_ev": 11.357,
  "charge": 1,
  "energy_ha": -228.1302,
  "homo_ev": -18.15,
  "spin_multiplicity": 1,
  "e_above_lowest_kcal_mol": 3.8
}



[12]
{
  "formula": "C2H3O2",
  "method": "wB97M-V/def2-TZVPD",
  "symbols": ["C", "C", "O", "O", "H", "H", "H"],
  "coordinates": [[-0.77759, 0.09370, 1.17088], [0.97511, -0.19011, -1.37414], [0.89481, -1.22909, -1.75770], [0.11429, 0.58209, 0.53849], [-1.61198, 0.86356, 1.53971], [-0.85295, -1.08477, 1.32797], [1.25831, 0.96463, -1.44522]],
  "forces_ev_per_angstrom": [[-2.5717, -0.6357, 1.1243], [0.9962, 3.0344, -0.4733], [-0.2931, -0.3029, 0.5247], [1.1705, -0.0548, -1.3417], [1.4820, -1.9564, -0.1897], [-0.0751, 2.3371, -0.1128], [-0.7088, -2.4217, 0.4685]],
  "gap_ev": 9.485,
  "charge": 1,
  "energy_ha": -228.0943,
  "homo_ev": -15.85,
  "spin_multiplicity": 1,
  "e_above_lowest_kcal_mol": 26.3
}



Q: Number 9 is which compound?
A: C2H3NS3



Q: Which formula does entry 4 have?
A: C2H3NS



Q: Number 9 is which compound?
A: C2H3NS3